Model a:
C4H11NS | the ωB97M-V functional and the def2-TZVPD basis

Cartesian coordinates (Å):
C (1.77949, -1.37574, 0.28171)
C (2.05108, 0.10873, -0.00324)
C (-0.04418, 1.44503, 0.04224)
C (-1.02932, 0.53415, 0.80778)
H (0.92977, -1.53962, 0.96862)
H (1.56895, -1.91158, -0.66297)
H (2.64055, -1.81742, 0.71125)
H (2.26643, 0.63465, 0.93077)
H (2.96612, 0.17265, -0.58437)
H (0.67138, 0.31336, -1.48812)
H (-0.61939, 2.08939, -0.64611)
H (0.40159, 2.15096, 0.77848)
H (-0.53704, -0.02404, 1.60328)
H (-1.78426, 1.15534, 1.29569)
H (-0.91474, -1.44951, -0.51640)
N (1.01771, 0.83412, -0.72082)
S (-1.95348, -0.61787, -0.25721)

Gap between HOMO and LUMO, eV: 9.62
HOMO energy, Ha: -0.3186
SMILES string: CCNCCS
Charge: 0

Löwdin population analysis, charges in e, atoms 1 to 8: number 1, C, carries -0.102; number 2, C, carries -0.278; number 3, C, carries -0.313; number 4, C, carries -0.559; number 5, H, carries 0.057; number 6, H, carries 0.077; number 7, H, carries 0.050; number 8, H, carries 0.113

Model b:
C4H11NS | the ωB97M-V functional and the def2-TZVPD basis

Cartesian coordinates (Å):
C (2.16992, -1.74814, 1.50807)
N (2.59271, -0.67044, 0.96635)
H (2.53590, -1.99753, 2.51211)
H (1.19333, -2.14099, 1.19254)
H (1.05435, -1.05284, -1.10553)
H (2.03689, 0.06415, 0.45298)
C (-2.39444, 1.70335, 0.30134)
C (-2.23235, 0.31009, -0.29366)
C (-0.81477, -0.24620, 0.08440)
S (0.48808, 0.26576, -1.23908)
H (-2.46512, 1.67042, 1.40077)
H (-3.27270, 2.21540, -0.12987)
H (-1.51333, 2.30202, 0.03344)
H (-3.05639, -0.35798, -0.02102)
H (-2.17994, 0.34740, -1.38468)
H (-0.68596, -1.33260, 0.16417)
H (-0.52972, 0.21566, 1.03209)

Gap between HOMO and LUMO, eV: 9.43
HOMO energy, Ha: -0.3189
SMILES string: CCCS.C=N
Charge: 0

Löwdin population analysis, charges in e, atoms 1 to 8: number 1, C, carries -0.152; number 2, N, carries -0.020; number 3, H, carries 0.062; number 4, H, carries 0.033; number 5, H, carries -0.083; number 6, H, carries -0.036; number 7, C, carries -0.131; number 8, C, carries -0.328

Model c:
C4H11NS | the ωB97M-V functional and the def2-TZVPD basis

Cartesian coordinates (Å):
C (0.77576, 1.13034, 0.69704)
C (1.05426, 0.04902, 1.33627)
S (-1.99718, -1.79269, -0.16888)
C (-0.12756, 1.29318, -0.46691)
N (0.59104, 0.93602, -1.76356)
C (0.58607, -0.52588, -1.90626)
H (-0.68784, 0.15751, 4.03036)
H (-1.32685, 0.46097, 3.80859)
H (1.80985, 0.01289, 2.12113)
H (0.55264, -0.91177, 1.19721)
H (-3.03935, -2.43374, -0.72134)
H (-1.05926, 0.67749, -0.36186)
H (-0.44692, 2.32400, -0.63014)
H (1.50176, 1.20574, -1.41469)
H (-0.36653, -0.87587, -1.53536)
H (1.37108, -0.96452, -1.27464)
H (0.80903, -0.74267, -2.94696)

Gap between HOMO and LUMO, eV: 3.81
HOMO energy, Ha: -0.2834
Charge: 0

Löwdin population analysis, charges in e, atoms 1 to 8: number 1, C, carries 0.082; number 2, C, carries 0.013; number 3, S, carries 0.204; number 4, C, carries -0.229; number 5, N, carries -0.099; number 6, C, carries -0.166; number 7, H, carries 0.008; number 8, H, carries 0.019

Model d:
C4H11NS | the ωB97M-V functional and the def2-TZVPD basis

Cartesian coordinates (Å):
C (-2.56784, 0.73126, -0.79725)
C (-1.08222, 0.66161, -1.10209)
S (-0.45343, -1.05234, -1.15552)
H (-3.14614, 0.30085, -1.61208)
H (-2.78641, 0.14747, 0.09692)
H (-2.89007, 1.75944, -0.63673)
H (-0.85610, 1.13854, -2.05507)
H (-0.52587, 1.21464, -0.36029)
C (1.58791, -0.15387, 1.76559)
C (1.22002, 0.94166, 2.39778)
N (1.97403, -0.19518, 0.40079)
H (1.50987, -1.11897, 2.21503)
H (0.85615, 0.88240, 3.40998)
H (1.19471, 1.89386, 1.88886)
H (2.16252, 0.72273, 0.00575)
H (0.78427, -0.73516, -0.43916)
H (2.73853, -0.82825, 0.22423)

Gap between HOMO and LUMO, eV: 8.82
HOMO energy, Ha: -0.2951
SMILES string: C=CN.CCS
Charge: 0

Löwdin population analysis, charges in e, atoms 1 to 8: number 1, C, carries -0.195; number 2, C, carries -0.651; number 3, S, carries 0.588; number 4, H, carries 0.063; number 5, H, carries 0.060; number 6, H, carries 0.065; number 7, H, carries 0.052; number 8, H, carries 0.036

On energetic grounds, model a is preferred over the next structure by 19.2 kcal/mol.